Formula: C57H40BeN5O4
Source: OMol25
Level of theory: ωB97M-V/def2-TZVPD

```
! wB97M-V def2-TZVPD RIJCOSX def2/J DEFGRID3
* xyz -1 1
Be 0.253 -0.931 -0.097
C -5.460 -7.885 -3.520
O -4.492 -7.114 -4.178
C -3.823 -6.146 -3.464
C -2.838 -5.451 -4.163
C -2.098 -4.466 -3.541
C -2.324 -4.127 -2.206
C -3.314 -4.825 -1.524
C -4.051 -5.829 -2.131
C -1.508 -3.081 -1.553
C -2.138 -1.887 -1.110
C -3.478 -1.613 -1.415
C -3.810 -0.475 -0.721
C -2.668 -0.090 -0.005
N -1.594 -0.923 -0.294
C -2.796 0.846 1.060
C -1.743 1.292 1.789
C -1.658 1.951 3.049
C -0.347 2.192 3.323
C 0.440 1.701 2.240
C 1.774 1.717 2.005
C 2.609 2.668 2.769
C 2.555 4.009 2.393
C 3.301 4.957 3.056
C 4.109 4.586 4.129
O 4.782 5.619 4.732
C 5.501 5.346 5.902
C 4.168 3.252 4.515
C 3.425 2.303 3.827
C 2.403 0.901 1.020
N 1.899 -0.231 0.396
C 3.019 -0.854 -0.107
C 3.080 -2.155 -0.675
C 4.403 -2.768 -0.920
C 4.830 -3.018 -2.218
C 6.059 -3.600 -2.474
C 6.893 -3.965 -1.428
O 8.126 -4.554 -1.598
C 8.572 -4.718 -2.918
C 6.471 -3.739 -0.118
C 5.251 -3.139 0.123
C 1.950 -2.844 -1.005
C 1.887 -4.164 -1.573
C 0.587 -4.428 -1.817
C -0.163 -3.271 -1.405
N 0.681 -2.330 -0.864
C 4.174 -0.089 0.097
C 3.782 1.023 0.806
N -0.432 1.174 1.245
C -4.138 1.393 1.360
C -5.102 0.719 2.090
C -6.332 1.303 2.359
C -6.609 2.577 1.878
O -7.776 3.268 2.088
C -8.734 2.702 2.939
C -5.648 3.254 1.129
C -4.426 2.670 0.883
H -5.868 -8.555 -4.276
H -5.024 -8.478 -2.710
H -6.268 -7.269 -3.113
H -2.674 -5.703 -5.200
H -1.334 -3.940 -4.095
H -3.503 -4.587 -0.487
H -4.793 -6.363 -1.556
H -4.103 -2.206 -2.055
H -4.757 0.030 -0.697
H -2.510 2.163 3.669
H 0.072 2.638 4.207
H 1.924 4.289 1.562
H 3.274 5.997 2.769
H 5.878 6.308 6.243
H 4.859 4.911 6.677
H 6.344 4.671 5.722
H 4.783 2.938 5.345
H 3.479 1.266 4.121
H 4.194 -2.747 -3.048
H 6.354 -3.760 -3.499
H 9.558 -5.177 -2.856
H 7.906 -5.374 -3.489
H 8.651 -3.755 -3.434
H 7.114 -4.047 0.694
H 4.935 -2.965 1.141
H 2.747 -4.778 -1.766
H 0.147 -5.306 -2.252
H 5.161 -0.354 -0.226
H 4.397 1.828 1.159
H -4.891 -0.274 2.457
H -7.059 0.757 2.940
H -9.527 3.444 3.018
H -9.149 1.772 2.535
H -8.322 2.502 3.934
H -5.886 4.239 0.758
H -3.674 3.189 0.305
N -1.135 8.737 -3.925
C -1.009 7.726 -3.387
C -0.854 6.495 -2.730
C -0.415 5.366 -3.438
C -0.261 4.159 -2.794
C -0.543 4.039 -1.430
C -0.982 5.176 -0.728
C -1.137 6.385 -1.360
C -0.417 2.845 -0.687
C -0.375 1.963 0.137
H -0.203 5.463 -4.494
H 0.079 3.290 -3.334
H -1.193 5.078 0.327
H -1.475 7.260 -0.820
*
```

## Properties
Gap between HOMO and LUMO (alpha / beta) = 4.507 / 4.502 eV
HOMO (alpha / beta) = -0.095 / -0.095 Ha
E = -75800.732 eV